Here is a structure of composition C31H36BCl2IrN2O4SSb at a distorted geometry from OMol25. Energies are from ωB97M-V/def2-TZVPD.

Structure (XYZ):
```
79
Properties=species:S:1:pos:R:3
Ir 0.35055 0.57833 0.24615
O 3.32887 7.06887 -0.13306
C 1.94808 6.90169 -0.32541
C 1.60170 5.45102 -0.15884
C 2.57640 4.52453 0.19647
C 2.22388 3.19376 0.29152
N 0.98332 2.75991 0.06929
C 0.01563 3.65000 -0.20757
C 0.30009 4.99817 -0.34267
C -1.34551 3.09426 -0.34654
C -2.48368 3.88620 -0.33504
C -3.73683 3.30806 -0.46952
C -4.98272 4.15986 -0.46980
O -4.75055 5.45965 0.01743
C -3.80340 1.92759 -0.64154
C -2.63452 1.19849 -0.62056
N -1.43401 1.75909 -0.45500
H 3.56671 7.99349 -0.24775
H 1.63080 7.22259 -1.32488
H 1.36729 7.48409 0.40122
H 3.58870 4.85190 0.37764
H 2.96340 2.44742 0.55089
H -0.48376 5.69687 -0.60421
H -2.41700 4.95804 -0.21515
H -5.77888 3.64644 0.07447
H -5.31492 4.26106 -1.50734
H -5.00144 5.52207 0.94248
H -4.75363 1.43028 -0.78802
H -2.64076 0.12363 -0.75390
Cl 2.65744 0.25910 -1.07862
C 2.93982 -1.41330 -0.72058
C 4.23930 -1.85726 -0.57678
C 4.46858 -3.18920 -0.26855
C 3.40336 -4.05639 -0.10671
C 2.10901 -3.59690 -0.28316
Cl 0.80042 -4.70293 -0.09356
C 1.83223 -2.25972 -0.59592
S 0.19659 -1.70687 -0.89449
H 5.06145 -1.16933 -0.71907
H 5.48264 -3.54768 -0.16354
H 3.57048 -5.09525 0.14373
C 0.84317 -1.71229 8.79590
C -0.46511 -1.66150 7.97934
C -1.53743 -0.89621 8.78293
C -0.95292 -3.09116 7.74640
C -0.21109 -0.92181 6.68515
C 0.30745 0.41024 6.75557
C 0.59596 1.16655 5.64784
C 0.34802 0.56796 4.41906
O 0.54497 1.04813 3.19385
B 0.12765 0.04750 2.27330
O -0.32608 -1.06140 3.02300
C -0.18632 -0.74265 4.32553
C -0.46390 -1.49736 5.44204
H 0.68032 -2.30506 9.69510
H 1.17500 -0.72285 9.10910
H 1.64263 -2.17798 8.21691
H -1.68976 -1.39392 9.74008
H -2.48629 -0.88421 8.24405
H -1.24312 0.13392 8.98461
H -1.10941 -3.57756 8.70776
H -0.21769 -3.67955 7.19334
H -1.90370 -3.10991 7.20979
H 0.48431 0.84757 7.72773
H 0.99877 2.16726 5.71481
H -0.85017 -2.50137 5.34523
C -2.66458 -3.37311 -1.03728
Sb -1.79248 -3.30776 0.92468
C -3.38846 -2.38537 2.06543
C -2.15411 -5.35857 1.49394
H -3.57593 -3.96845 -0.98581
H -1.95922 -3.82755 -1.72894
H -2.89434 -2.36455 -1.37528
H -4.30938 -2.90299 1.79862
H -3.46798 -1.32490 1.83803
H -3.17857 -2.52547 3.12387
H -3.20053 -5.40838 1.79303
H -1.51676 -5.66747 2.31850
H -1.98200 -6.00040 0.63229
```

Output
- Expectation value of S²: 8.787
- E_tot: -3300.78711 Ha
- HOMO energy (spin up / spin down): -11.61 / -13.13 eV
- Charge: +2
- 2S+1: 6